(1)
The following is a DFT calculation (ωB97M-V/def2-TZVPD) of the ion C3H3N2OS with charge -1 in a non-equilibrium geometry.

Properties
HOMO-LUMO gap, eV: 5.991
Total charge: -1
Relative energy (zero: lowest compared OMol25 entry of this formula, charge and spin), kJ/mol: 191.39

Atoms and positions in Å:
C1 -1.68449 -0.39792 -0.01460
C2 0.61621 -0.75420 0.13180
C3 -1.64219 0.85454 -0.31268
N1 -0.56262 -1.23682 0.04752
N2 0.86949 0.46629 -0.19326
O1 -1.73240 1.98691 -0.65395
S1 2.35996 1.15385 -0.38596
H1 -2.57652 -0.96529 0.28121
H2 1.42462 -1.61854 0.36701
H3 2.92792 0.51117 0.73292

(2)
The following is a DFT calculation (ωB97M-V/def2-TZVPD) of a cluster of 11 separate species, C44H77N11 in total in a non-equilibrium geometry.

Properties
SMILES string: CCCC#N.CCCC#N.CCCC#N.CCCC#N.CCCC#N.CCCC#N.CCCC#N.CCCC#N.CCCC#N.CCCC#N.CCCC#N
HOMO-LUMO gap, eV: 11.331
Total charge: 0
Relative energy (zero: lowest compared OMol25 entry of this formula, charge and spin), kJ/mol: 345.59

Atoms and positions in Å:
C1 1.88749 9.16821 -4.48052
C2 2.31409 7.96643 -5.26016
C3 2.80282 6.75161 -4.46367
C4 3.78718 7.16803 -3.42685
N1 4.59740 7.46962 -2.66495
H1 1.00986 9.65962 -4.90054
H2 2.71050 9.86898 -4.34030
H3 1.57605 8.87745 -3.47724
H4 3.05366 8.24182 -6.01202
H5 1.47413 7.62304 -5.86402
H6 3.31404 6.09764 -5.17013
H7 1.93980 6.20325 -4.08605
C5 1.42816 -3.36209 -8.64188
C6 0.12708 -4.00936 -8.15959
C7 -0.78437 -3.07992 -7.30708
C8 -1.48025 -2.08666 -8.12699
N2 -2.04571 -1.29896 -8.76781
H8 1.16304 -2.78732 -9.52927
H9 2.15101 -4.12935 -8.91916
H10 1.93296 -2.68572 -7.95209
H11 0.47357 -4.86692 -7.58284
H12 -0.51295 -4.42939 -8.93550
H13 -0.13016 -2.55600 -6.61021
H14 -1.52871 -3.58370 -6.69043
C9 0.14452 6.77438 5.24891
C10 0.90243 7.03879 3.90998
C11 1.65827 5.87069 3.28244
C12 2.72333 5.34678 4.16691
N3 3.56409 4.89219 4.85318
H15 -0.36143 7.66623 5.61868
H16 0.76626 6.29485 6.00495
H17 -0.59394 5.97279 5.23372
H18 1.47732 7.95803 4.02219
H19 0.16112 7.37235 3.18382
H20 1.96744 6.12018 2.26742
H21 0.96915 5.04398 3.10991
C13 -0.82078 0.84628 -1.01161
C14 -1.75846 0.42148 0.11142
C15 -1.58131 -0.93516 0.80784
C16 -0.27032 -1.11442 1.37589
N4 0.82013 -1.17316 1.79020
H22 -0.92894 0.21730 -1.89524
H23 0.20637 0.78780 -0.65153
H24 -1.02180 1.86995 -1.32746
H25 -2.81857 0.44478 -0.14100
H26 -1.63126 1.16022 0.90274
H27 -1.71672 -1.78285 0.13613
H28 -2.26033 -1.05159 1.65251
C17 -6.08859 4.91069 1.71096
C18 -5.21256 4.99236 2.97488
C19 -5.64628 4.18296 4.20004
C20 -6.06573 2.80373 3.86583
N5 -6.43085 1.78330 3.58036
H29 -5.60438 5.26775 0.80204
H30 -7.06905 5.37564 1.81401
H31 -6.31156 3.86389 1.50459
H32 -5.11583 6.04533 3.23946
H33 -4.18473 4.70981 2.74725
H34 -6.52037 4.63125 4.67239
H35 -4.79133 4.21598 4.87538
C21 1.16879 -4.95731 -2.63172
C22 2.60047 -5.12060 -3.01043
C23 2.93695 -6.68130 -3.20328
C24 2.23993 -7.42108 -4.28721
N6 1.68790 -8.02645 -5.11552
H36 0.88963 -3.90472 -2.67888
H37 1.03875 -5.31834 -1.61150
H38 0.48427 -5.50373 -3.28054
H39 3.23038 -4.70994 -2.22134
H40 2.90452 -4.61213 -3.92536
H41 2.77939 -7.21172 -2.26417
H42 4.00481 -6.78186 -3.39729
C25 -2.37980 -4.60622 7.49599
C26 -3.18618 -4.37506 6.17548
C27 -4.41326 -3.44775 6.31616
C28 -5.45165 -3.96021 7.24779
N7 -6.21831 -4.29742 7.99924
H43 -1.74307 -3.73305 7.63835
H44 -1.70754 -5.45407 7.36437
H45 -2.97242 -4.86305 8.37401
H46 -3.40608 -5.39104 5.84755
H47 -2.52115 -3.93383 5.43309
H48 -4.86503 -3.31572 5.33301
H49 -3.99673 -2.53229 6.73631
C29 -0.24289 -11.10346 -0.82999
C30 -0.73374 -11.16418 0.61032
C31 -2.10803 -10.56093 0.85514
C32 -2.19115 -9.18173 0.56220
N8 -2.27669 -8.06564 0.26567
H50 -0.88194 -11.63334 -1.53636
H51 0.76494 -11.51075 -0.91041
H52 -0.15332 -10.07015 -1.16521
H53 -0.01906 -10.66815 1.26705
H54 -0.81652 -12.22376 0.85230
H55 -2.40164 -10.60119 1.90408
H56 -2.83573 -11.11831 0.26534
C33 5.12845 2.15125 -0.45795
C34 6.05712 1.28080 -1.35174
C35 5.25240 0.15846 -2.02849
C36 4.32963 0.62087 -3.05736
N9 3.61350 0.99214 -3.87170
H57 4.40330 2.71788 -1.04205
H58 5.70940 2.88966 0.09463
H59 4.58649 1.59311 0.30549
H60 6.84709 0.82521 -0.75465
H61 6.60756 1.81761 -2.12438
H62 4.73658 -0.49237 -1.32245
H63 5.94859 -0.47143 -2.58226
C37 -1.79167 11.52215 0.10010
C38 -2.94006 11.23818 -0.89430
C39 -3.60107 9.85005 -0.74103
C40 -2.57043 8.81717 -0.86299
N10 -1.76398 7.97901 -0.95990
H64 -1.27668 12.47226 -0.04192
H65 -1.04553 10.72965 0.04267
H66 -2.15920 11.52060 1.12627
H67 -2.48655 11.33484 -1.88075
H68 -3.72016 11.99293 -0.79474
H69 -4.28587 9.55103 -1.53460
H70 -4.14959 9.80819 0.19996
C41 1.69176 -6.58859 3.57302
C42 3.03694 -7.04967 2.83169
C43 4.17622 -6.13820 2.99002
C44 4.54686 -5.82609 4.39406
N11 4.85556 -5.67868 5.49368
H71 1.89718 -6.52988 4.64188
H72 0.91891 -7.35120 3.47693
H73 1.32519 -5.63470 3.19382
H74 2.71992 -7.24309 1.80690
H75 3.27792 -7.99879 3.31043
H76 4.06291 -5.20766 2.43383
H77 5.03648 -6.63710 2.54376

Highest occupied orbital energy readings, ordered: -0.0869; -0.4187 hartree